Formula: H17LiO9
Source: the Open Molecules 2025 dataset
Level of theory: wB97M-V/def2-TZVPD

```
27
Properties=species:S:1:pos:R:3:forces:R:3
Li 40.864 2.389 31.187 1.2 -0.1 0.0
O 41.796 0.686 32.015 -2.5 1.6 -1.5
H 41.398 0.252 31.237 -0.1 -0.5 0.8
O 42.668 3.518 31.437 -0.3 3.1 -2.4
H 43.240 3.053 31.986 1.5 -1.8 2.1
H 43.269 4.255 31.093 -1.6 -1.4 0.6
O 43.280 1.525 33.926 -2.0 0.1 -1.2
H 42.509 1.273 33.321 2.3 0.1 -0.2
H 42.629 1.710 34.593 0.3 0.6 1.9
O 39.635 -1.506 30.593 0.6 -1.1 -5.0
H 39.702 -1.714 31.458 0.6 -2.0 5.2
H 39.364 -0.643 30.682 -1.3 3.2 -0.3
O 40.836 2.391 29.162 3.2 6.9 1.8
H 40.712 1.610 28.817 -1.5 -6.9 -2.9
H 41.721 2.627 28.711 -1.8 -0.2 1.4
O 43.543 0.617 29.993 0.6 0.2 0.3
H 44.250 0.973 30.553 0.3 0.0 -0.6
H 42.948 0.417 30.733 -0.3 -0.1 -0.1
O 40.072 0.599 34.049 2.8 1.5 1.1
H 39.227 0.859 33.786 -2.0 1.3 -0.7
H 40.740 0.622 33.288 -0.6 0.3 -0.1
O 43.177 -1.160 32.847 0.7 -3.4 3.0
H 43.811 -1.341 32.200 1.1 0.1 -1.6
H 42.632 -0.428 32.721 -0.9 1.7 -1.2
O 39.646 -1.586 33.376 0.9 -2.4 0.6
H 39.735 -0.609 33.578 0.2 -2.1 0.5
H 40.324 -2.060 33.969 -1.6 1.3 -1.5
```
Forces are in eV/Å.

Results
Strongest force on any atom (eV/Å): 7.83
Frontier orbital gap (eV): 8.98

Formula: C43H57AuN4P3SSi2
Source: the Open Molecules 2025 dataset
Level of theory: wB97M-V/def2-TZVPD

```
111
Properties=species:S:1:pos:R:3:forces:R:3
Au 0.763 -0.115 -0.069 -0.8 -0.1 0.0
C 1.321 0.574 -4.281 0.0 0.0 0.1
Si 1.178 1.866 -2.933 0.1 0.1 0.0
C 0.379 3.380 -3.692 0.0 0.0 0.0
C 2.918 2.290 -2.384 -0.1 0.0 -0.1
N 0.219 1.361 -1.568 0.0 0.2 -0.1
P -1.193 1.778 -0.906 0.3 -0.1 0.0
C -0.919 1.038 0.643 -0.1 0.0 0.0
P -1.679 -0.318 1.424 0.1 0.0 0.0
N -0.460 -1.355 1.351 0.2 -0.1 0.0
Si -0.092 -2.849 2.148 -0.1 0.0 0.0
C -1.471 -4.091 1.875 0.1 0.0 0.0
C 0.152 -2.622 3.999 0.0 0.0 0.0
C 1.482 -3.569 1.442 0.0 0.1 0.1
C -3.170 -0.995 0.672 0.0 0.1 0.0
C -4.446 -0.616 1.087 0.0 0.0 0.0
C -5.564 -1.133 0.453 0.0 0.0 0.0
C -5.414 -2.014 -0.608 0.0 0.0 0.0
C -4.145 -2.376 -1.041 0.0 0.0 0.0
C -3.025 -1.871 -0.404 0.0 0.0 0.0
C -2.194 0.151 3.084 0.0 0.0 0.0
C -2.895 -0.766 3.869 0.0 0.0 0.0
C -3.222 -0.455 5.177 0.0 0.0 0.0
C -2.861 0.778 5.707 0.0 0.0 0.0
C -2.172 1.696 4.931 0.0 0.0 0.0
C -1.833 1.381 3.622 0.0 0.0 0.0
C -1.520 3.529 -0.626 -0.1 0.0 -0.1
C -2.121 4.319 -1.609 0.0 0.0 0.0
C -2.337 5.668 -1.385 0.0 0.0 0.0
C -1.971 6.238 -0.173 0.0 0.0 0.0
C -1.383 5.460 0.813 0.0 0.0 0.0
C -1.157 4.110 0.588 0.0 0.0 0.0
C -2.559 1.233 -1.948 0.0 -0.1 0.0
C -2.292 0.377 -3.013 0.0 0.0 0.0
C -3.325 -0.067 -3.824 0.0 0.0 0.0
C -4.629 0.321 -3.559 0.0 0.0 0.0
C -4.905 1.148 -2.479 0.0 0.0 0.0
C -3.874 1.608 -1.677 0.0 0.0 0.0
H 1.917 1.009 -5.087 0.0 0.0 0.0
H 0.359 0.289 -4.708 0.0 0.0 0.0
H 1.814 -0.337 -3.946 0.0 0.0 0.0
H 0.953 3.672 -4.574 0.0 0.0 0.0
H 0.362 4.231 -3.010 0.0 0.0 0.0
H -0.641 3.183 -4.027 0.0 0.0 0.0
H 3.551 2.390 -3.268 0.0 0.0 0.0
H 3.359 1.522 -1.746 0.0 -0.1 0.0
H 2.961 3.226 -1.831 0.0 0.1 0.0
H -2.440 -3.744 2.239 0.0 0.0 0.0
H -1.238 -5.019 2.400 0.0 0.0 0.0
H -1.587 -4.324 0.815 0.0 0.0 0.0
H -0.499 -1.848 4.408 0.0 0.0 0.0
H 1.181 -2.358 4.248 0.0 0.0 0.0
H -0.070 -3.553 4.525 0.0 0.0 0.0
H 1.309 -3.937 0.435 0.0 -0.1 -0.1
H 1.806 -4.404 2.065 0.0 0.0 0.0
H 2.295 -2.840 1.400 0.0 0.0 0.0
H -4.569 0.072 1.915 0.0 0.0 0.0
H -6.553 -0.849 0.787 0.0 0.0 0.0
H -6.287 -2.419 -1.101 0.0 0.0 0.0
H -4.029 -3.057 -1.873 0.0 0.0 0.0
H -2.032 -2.158 -0.730 0.0 0.0 0.0
H -3.188 -1.725 3.456 0.0 0.0 0.0
H -3.761 -1.171 5.784 0.0 0.0 0.0
H -3.121 1.022 6.728 0.0 0.0 0.0
H -1.895 2.657 5.343 0.0 0.0 0.0
H -1.285 2.086 3.008 0.0 0.0 0.0
H -2.421 3.881 -2.552 0.0 0.0 0.0
H -2.797 6.273 -2.154 0.0 0.0 0.0
H -2.148 7.290 0.004 0.0 0.0 0.0
H -1.103 5.901 1.760 0.0 0.0 0.0
H -0.699 3.496 1.351 0.0 0.0 0.0
H -1.276 0.059 -3.199 0.1 0.0 0.0
H -3.110 -0.721 -4.659 0.0 0.0 0.0
H -5.435 -0.025 -4.192 0.0 0.0 0.0
H -5.923 1.442 -2.265 0.0 0.0 0.0
H -4.094 2.266 -0.844 0.0 0.0 0.0
C 1.919 0.497 3.130 0.0 0.0 0.0
P 2.631 0.516 1.456 0.2 0.1 0.0
C 4.198 -0.396 1.656 0.0 -0.1 0.0
C 3.150 2.257 1.318 0.1 -0.1 0.1
C 4.364 2.723 1.821 0.0 0.0 0.0
C 4.674 4.073 1.765 0.0 0.0 0.0
C 3.769 4.973 1.217 0.0 0.0 0.0
C 2.558 4.517 0.718 0.0 0.0 0.0
C 2.255 3.165 0.762 0.0 0.0 0.0
H 2.630 0.888 3.859 0.0 0.0 0.0
H 1.617 -0.513 3.405 0.0 0.0 0.0
H 1.025 1.122 3.118 0.0 0.0 0.0
H 4.731 -0.106 2.561 0.0 0.0 0.0
H 4.835 -0.206 0.793 0.0 0.0 0.0
H 3.991 -1.467 1.707 0.0 0.0 0.0
H 5.079 2.039 2.257 0.0 0.0 0.0
H 5.621 4.424 2.151 0.0 0.0 0.0
H 4.012 6.026 1.177 0.0 0.0 0.0
H 1.849 5.211 0.285 0.0 0.0 0.0
H 1.329 2.801 0.339 -0.1 0.0 0.0
C 3.923 -1.433 -1.865 0.0 0.1 0.0
N 3.380 -2.767 -1.792 0.0 0.0 0.1
C 4.239 -3.923 -2.039 0.1 -0.1 0.0
C 3.253 -5.099 -2.009 0.0 0.0 0.0
N 1.980 -4.406 -2.149 -0.1 0.0 -0.1
C 2.087 -3.085 -1.931 0.0 0.0 0.0
S 0.749 -2.058 -1.879 0.0 0.0 0.0
H 4.222 -1.186 -2.887 0.0 0.0 0.0
H 4.797 -1.365 -1.217 0.0 0.0 0.0
H 3.170 -0.722 -1.530 0.1 0.0 0.0
H 5.005 -4.000 -1.267 0.0 0.0 0.0
H 4.735 -3.821 -3.009 0.0 0.0 0.0
H 3.299 -5.642 -1.063 0.0 0.0 0.0
H 3.415 -5.798 -2.827 0.0 0.0 0.0
H 1.080 -4.855 -2.105 0.1 0.0 0.0
```
Forces are in eV/Å.

Results
Strongest force on any atom (eV/Å): 0.75
Net charge: +1
Frontier orbital gap (eV): 6.58